Computed, not measured: a cluster of 2 separate species, C5H14N2O in total in a non-equilibrium geometry, with ωB97M-V with the def2-TZVPD basis set.

## Properties
Net charge: +2
DFT total energy, Eh: -382.87974
F_max, hartree/bohr: 0.0782
HOMO-LUMO gap, eV: 10.85
Multiplicity: 1
E_HOMO, hartree: -0.709

Cartesian coordinates (Å):
C1 0.114255 -0.514088 0.712214
C2 0.864389 0.815426 -1.210467
C3 -0.705168 -1.094622 -1.641445
C4 -1.396384 0.872957 -0.282509
C5 1.242725 0.442508 2.423185
N1 -0.115474 -1.718387 1.059864
N2 -0.231029 -0.020600 -0.638263
O1 1.287069 1.723743 2.175067
H1 0.526982 1.258675 -2.151049
H2 1.267866 1.598443 -0.551097
H3 1.687414 0.148865 -1.336788
H4 -1.093342 -0.634847 -2.540758
H5 0.019352 -2.001092 -1.829756
H6 -1.429836 -1.628136 -1.083739
H7 -1.088806 1.595757 0.426028
H8 -1.615588 1.391769 -1.173320
H9 -2.209486 0.224052 0.086617
H10 2.167450 -0.088746 2.214788
H11 0.778123 0.158661 3.416056
H12 0.025019 -2.048767 1.984143
H13 -0.738238 -2.377695 0.481630
H14 0.591512 2.185469 2.742198

Forces on the atoms, in the same order (eV/Å):
C 1.933 0.464 1.597
C 0.868 0.375 0.117
C 1.791 -1.722 0.800
C -0.585 -1.291 -0.070
C 0.185 0.496 0.563
N -2.600 -1.061 -2.880
N -0.306 -0.714 0.595
O -1.413 0.159 1.124
H 0.017 -0.249 0.160
H -0.848 -0.207 0.143
H 0.612 -0.466 -0.668
H 0.058 0.071 -0.014
H -0.461 2.488 0.051
H -1.640 -0.104 0.008
H 0.380 0.552 0.903
H -0.777 0.495 -1.068
H 0.188 0.609 -0.275
H -0.199 -0.080 -0.557
H -0.280 -0.174 -1.560
H 0.406 -0.169 1.101
H 1.460 0.853 0.930
H 1.211 -0.324 -1.003